Entry from OMol25: a 3-piece molecular cluster, C27H52N3O9P overall (ωB97M-V with the def2-TZVPD basis set).

LUMO level = -0.006 hartree
net charge = 0

CARTESIAN COORDINATES (ANGSTROEM)
1 H 4.782 1.473 -5.382
2 N 3.917 2.003 -5.233
3 C 3.097 1.292 -4.588
4 C 1.737 1.917 -4.275
5 C 0.933 1.205 -3.096
6 C 0.427 -0.095 -3.712
7 N -0.149 -1.049 -3.853
8 C -0.213 2.196 -2.749
9 C -1.489 1.577 -2.097
10 P -3.033 2.322 -2.824
11 O -2.993 3.744 -2.446
12 O -3.092 2.258 -4.459
13 C -2.459 1.091 -5.044
14 C -2.978 0.969 -6.517
15 O -4.345 1.660 -2.063
16 C -5.099 0.738 -2.875
17 C -4.545 -0.736 -2.812
18 C 1.939 0.970 -1.918
19 C 1.348 1.248 -0.530
20 N 0.768 1.334 0.427
21 C 2.552 -0.476 -1.815
22 C 3.957 -0.348 -1.169
23 C 4.997 -1.124 -1.604
24 H 3.409 0.264 -4.334
25 H 1.762 3.011 -4.132
26 H 1.104 1.748 -5.177
27 H 0.132 3.030 -2.109
28 H -0.538 2.681 -3.695
29 H -1.510 1.925 -1.044
30 H -1.516 0.473 -2.049
31 H -2.604 0.156 -4.478
32 H -1.375 1.308 -5.139
33 H -2.101 0.683 -7.134
34 H -3.286 1.969 -6.865
35 H -3.746 0.189 -6.642
36 H -5.271 1.087 -3.910
37 H -6.105 0.685 -2.411
38 H -5.276 -1.425 -2.357
39 H -4.314 -1.117 -3.827
40 H -3.633 -0.727 -2.184
41 H 2.791 1.674 -1.992
42 H 1.995 -1.124 -1.111
43 H 2.725 -0.980 -2.781
44 H 4.126 0.410 -0.383
45 H 5.329 -1.025 -2.655
46 H 5.514 -1.827 -0.927
47 C 2.510 -1.627 4.150
48 O 2.927 -2.836 3.546
49 C 3.117 -2.735 2.144
50 C 4.369 -3.471 1.694
51 O 5.600 -2.872 2.084
52 C 5.935 -2.863 3.468
53 C 6.245 -4.224 4.070
54 O 5.079 -5.028 4.173
55 C 5.269 -6.370 3.772
56 H 1.435 -1.479 4.007
57 H 2.718 -1.699 5.218
58 H 3.062 -0.767 3.756
59 H 3.178 -1.689 1.824
60 H 2.246 -3.197 1.662
61 H 4.378 -3.454 0.600
62 H 4.342 -4.523 1.978
63 H 5.180 -2.334 4.049
64 H 6.848 -2.265 3.539
65 H 6.630 -4.078 5.087
66 H 7.019 -4.718 3.473
67 H 5.893 -6.440 2.875
68 H 4.293 -6.796 3.544
69 H 5.724 -6.946 4.585
70 C -6.888 1.711 2.748
71 O -5.530 1.565 2.394
72 C -5.018 2.654 1.633
73 C -3.620 3.041 2.084
74 O -3.524 3.661 3.360
75 C -3.814 2.862 4.496
76 C -2.805 1.757 4.770
77 O -2.882 0.730 3.790
78 C -1.626 0.274 3.323
79 H -7.535 1.438 1.907
80 H -7.091 1.037 3.582
81 H -7.113 2.731 3.076
82 H -5.675 3.527 1.694
83 H -4.966 2.325 0.588
84 H -3.253 3.788 1.374
85 H -2.932 2.198 2.017
86 H -4.831 2.471 4.456
87 H -3.786 3.546 5.349
88 H -3.037 1.300 5.740
89 H -1.799 2.188 4.821
90 H -0.922 1.097 3.174
91 H -1.779 -0.222 2.365
92 H -1.208 -0.450 4.033

Entry from OMol25: a 2-piece molecular cluster, C10H18N2 overall (ωB97M-V with the def2-TZVPD basis set).

LUMO level = 0.006 hartree
energy relative to the best compared isomer or geometry (same formula, charge and spin) = 119.8 kcal/mol
net charge = 0

CARTESIAN COORDINATES (ANGSTROEM)
1 C -2.225 -0.576 -2.230
2 C -1.867 0.369 -1.160
3 C -2.332 0.372 0.234
4 C -0.711 1.034 -1.433
5 C 0.319 1.331 -2.049
6 N 1.427 1.684 -2.580
7 H -1.452 -1.424 -2.178
8 H -3.214 -1.002 -2.036
9 H -2.143 -0.167 -3.246
10 H -2.349 -0.615 0.721
11 H -3.522 0.617 0.395
12 H -1.859 1.211 0.822
13 H 1.612 1.634 -3.597
14 C 1.313 2.687 0.303
15 C 1.112 1.316 0.885
16 N 1.025 0.182 0.062
17 C 0.847 -0.917 0.664
18 C 1.138 -2.218 -0.085
19 C 0.774 -1.275 2.097
20 H 0.292 2.960 -0.121
21 H 1.678 3.418 1.012
22 H 2.038 2.712 -0.410
23 H 1.961 1.162 1.549
24 H 0.184 1.316 1.389
25 H 0.282 -2.896 -0.083
26 H 1.543 -2.062 -1.048
27 H 1.915 -2.759 0.521
28 H 0.773 -2.413 2.169
29 H -0.147 -0.954 2.596
30 H 1.654 -0.900 2.603

Entry from OMol25: C44H36O6P2STi as an isolated structure (ωB97M-V with the def2-TZVPD basis set).

LUMO level (spin up / spin down) = 0.006 / 0.005 hartree
energy relative to the best compared isomer or geometry (same formula, charge and spin) = 56.7 kcal/mol
net charge = 0
multiplicity = 3

CARTESIAN COORDINATES (ANGSTROEM)
1 Ti -1.090 0.082 -0.763
2 O -3.214 0.122 -3.198
3 C -3.078 0.365 -2.015
4 O -2.228 1.217 -1.534
5 C -3.996 -0.336 -0.976
6 C -3.810 0.325 0.391
7 C -4.827 -0.192 1.418
8 C -4.276 -1.599 1.711
9 C -3.055 -1.630 0.789
10 O -2.586 -0.280 0.817
11 C -3.498 -1.780 -0.675
12 C -2.241 -2.150 -1.506
13 O -2.320 -2.727 -2.565
14 O -1.140 -1.829 -0.907
15 H -5.021 -0.318 -1.353
16 H -3.715 1.412 0.349
17 H -5.839 -0.200 1.021
18 H -4.802 0.434 2.310
19 H -4.970 -2.400 1.468
20 H -3.972 -1.698 2.753
21 H -2.250 -2.312 1.086
22 H -4.271 -2.536 -0.829
23 O 0.672 3.082 -2.733
24 S 0.776 2.078 -1.676
25 C 1.236 2.999 -0.181
26 C 1.726 4.288 -0.287
27 C 2.070 4.995 0.851
28 C 1.913 4.408 2.104
29 C 1.383 3.143 2.214
30 C 1.056 2.402 1.070
31 P -0.003 0.941 1.264
32 C 0.729 0.059 2.675
33 C -0.045 -0.929 3.295
34 C 0.495 -1.726 4.286
35 C 1.824 -1.577 4.654
36 C 2.620 -0.654 3.988
37 C 2.087 0.146 2.997
38 C -1.388 1.917 1.987
39 C -1.899 1.837 3.276
40 C -2.948 2.662 3.655
41 C -3.473 3.588 2.766
42 C -2.948 3.690 1.486
43 C -1.916 2.857 1.098
44 C 2.451 1.374 -1.821
45 C 3.549 2.171 -2.077
46 C 4.804 1.591 -2.159
47 C 4.952 0.220 -1.989
48 C 3.848 -0.581 -1.773
49 C 2.580 -0.008 -1.683
50 P 1.015 -0.936 -1.531
51 C 1.576 -2.489 -0.766
52 C 2.269 -2.386 0.437
53 C 2.666 -3.522 1.116
54 C 2.381 -4.775 0.595
55 C 1.670 -4.883 -0.590
56 C 1.251 -3.748 -1.264
57 C 0.774 -1.290 -3.301
58 C -0.230 -0.594 -3.968
59 C -0.371 -0.731 -5.337
60 C 0.494 -1.550 -6.043
61 C 1.497 -2.242 -5.381
62 C 1.646 -2.111 -4.014
63 H 1.791 4.733 -1.269
64 H 2.423 6.011 0.777
65 H 2.171 4.960 2.996
66 H 1.200 2.711 3.188
67 H -1.078 -1.046 2.990
68 H -0.114 -2.474 4.773
69 H 2.238 -2.184 5.445
70 H 3.667 -0.564 4.240
71 H 2.715 0.857 2.479
72 H -1.489 1.127 3.980
73 H -3.363 2.582 4.651
74 H -4.287 4.229 3.072
75 H -3.350 4.408 0.787
76 H -1.518 2.924 0.088
77 H 3.411 3.232 -2.216
78 H 5.669 2.205 -2.358
79 H 5.937 -0.222 -2.035
80 H 3.968 -1.649 -1.658
81 H 2.488 -1.402 0.834
82 H 3.202 -3.433 2.048
83 H 2.708 -5.662 1.118
84 H 1.445 -5.860 -0.993
85 H 0.660 -3.836 -2.165
86 H -0.911 0.051 -3.416
87 H -1.156 -0.196 -5.847
88 H 0.387 -1.652 -7.113
89 H 2.172 -2.885 -5.930
90 H 2.428 -2.649 -3.495

Entry from OMol25: a 2-piece molecular cluster, CH4FNO2 overall (ωB97M-V with the def2-TZVPD basis set).

LUMO level (spin up / spin down) = 0.024 / -0.132 hartree
energy relative to the best compared isomer or geometry (same formula, charge and spin) = 6.2 kcal/mol
net charge = 0
multiplicity = 3

CARTESIAN COORDINATES (ANGSTROEM)
1 C -0.187 -0.135 -0.458
2 N -0.511 1.158 0.047
3 O 1.186 -0.375 -0.204
4 O -1.076 -1.092 -0.149
5 F 0.348 1.158 1.665
6 H -0.157 -0.040 -1.534
7 H 0.265 1.623 -0.433
8 H 1.249 -1.184 0.252
9 H -1.116 -1.113 0.814

Entry from OMol25: an isolated ion of composition C3H8N5 and charge +1 (ωB97M-V with the def2-TZVPD basis set).

LUMO level = -0.113 hartree
energy relative to the best compared isomer or geometry (same formula, charge and spin) = 3.1 kcal/mol
net charge = +1

CARTESIAN COORDINATES (ANGSTROEM)
1 C 1.319 -1.000 0.502
2 N 0.206 -0.247 0.000
3 C -1.129 -0.508 0.368
4 N -1.580 -1.644 0.997
5 N -1.958 0.467 0.000
6 N -1.108 1.360 -0.607
7 C 0.127 0.986 -0.695
8 N 1.172 1.554 -1.306
9 H 1.607 -1.833 -0.047
10 H 2.211 -0.353 0.486
11 H 1.228 -1.283 1.526
12 H -2.673 -1.553 1.134
13 H -1.016 -1.793 1.884
14 H -1.442 2.127 -1.081
15 H 0.990 2.488 -1.845
16 H 2.043 1.233 -1.317

Entry from OMol25: one molecule with the formula C20H15N3O3S (ωB97M-V with the def2-TZVPD basis set).

LUMO level = 0.007 hartree
energy relative to the best compared isomer or geometry (same formula, charge and spin) = 0.0 kcal/mol
net charge = 0

CARTESIAN COORDINATES (ANGSTROEM)
1 C -3.451 0.151 -0.058
2 O -2.129 -0.303 -0.218
3 C -1.507 -0.112 -1.417
4 C -2.106 0.471 -2.526
5 C -1.413 0.579 -3.719
6 C -0.125 0.090 -3.833
7 C 0.482 -0.489 -2.734
8 C -0.184 -0.573 -1.520
9 C 0.511 -1.174 -0.373
10 N 1.116 -2.297 -0.540
11 C 1.737 -2.889 0.521
12 C 2.411 -4.102 0.326
13 C 3.016 -4.731 1.389
14 C 2.967 -4.178 2.670
15 C 2.313 -2.987 2.882
16 C 1.695 -2.332 1.814
17 C 1.036 -1.055 2.007
18 O 0.912 -0.439 3.050
19 N 0.508 -0.513 0.830
20 N -0.040 0.753 0.961
21 C 0.424 1.815 0.232
22 O 1.249 1.709 -0.652
23 C -0.232 3.083 0.562
24 C 0.097 4.305 0.038
25 C -0.714 5.347 0.523
26 C -1.654 4.909 1.403
27 S -1.568 3.216 1.661
28 H -4.135 -0.352 -0.748
29 H -3.523 1.234 -0.194
30 H -3.724 -0.101 0.966
31 H -3.116 0.846 -2.469
32 H -1.895 1.044 -4.567
33 H 0.407 0.166 -4.768
34 H 1.490 -0.865 -2.789
35 H 2.437 -4.517 -0.668
36 H 3.535 -5.665 1.234
37 H 3.446 -4.688 3.492
38 H 2.264 -2.532 3.860
39 H -0.434 0.894 1.888
40 H 0.899 4.427 -0.668
41 H -0.605 6.376 0.232
42 H -2.399 5.481 1.921

Entry from OMol25: C15H26AlGeN4S as an isolated structure (ωB97M-V with the def2-TZVPD basis set).

LUMO level = -0.409 hartree
energy relative to the best compared isomer or geometry (same formula, charge and spin) = 0.0 kcal/mol
net charge = +3

CARTESIAN COORDINATES (ANGSTROEM)
1 Al 0.809 -0.041 0.194
2 N -1.374 -2.577 2.523
3 C -0.605 -1.653 1.987
4 S -0.943 -1.317 0.240
5 N 0.307 -1.064 2.751
6 N 0.948 -0.097 2.061
7 C 1.616 0.874 2.572
8 C 2.021 1.906 1.589
9 C 2.652 3.075 1.934
10 C 2.871 4.042 0.948
11 C 2.452 3.811 -0.352
12 C 1.832 2.612 -0.649
13 N 1.622 1.673 0.294
14 H -2.117 -3.025 2.008
15 H -1.282 -2.776 3.512
16 H 1.781 0.977 3.640
17 H 2.949 3.245 2.960
18 H 3.357 4.974 1.208
19 H 2.586 4.546 -1.134
20 H 1.482 2.396 -1.650
21 C 6.662 -2.029 1.474
22 C 5.159 -2.029 1.228
23 C 4.600 -3.420 0.943
24 C 3.116 -3.389 0.539
25 Ge 2.767 -2.443 -1.098
26 C 2.419 -2.804 -2.952
27 C 3.872 -3.048 -3.421
28 C 4.785 -1.964 -2.848
29 C 6.274 -2.198 -2.900
30 H 7.036 -1.023 1.654
31 H 7.200 -2.446 0.622
32 H 6.908 -2.633 2.348
33 H 4.936 -1.345 0.392
34 H 4.630 -1.607 2.090
35 H 4.672 -4.034 1.844
36 H 5.185 -3.940 0.180
37 H 2.505 -2.892 1.297
38 H 2.696 -4.379 0.333
39 H 2.045 -1.027 -0.710
40 H 1.978 -1.907 -3.386
41 H 1.732 -3.639 -3.085
42 H 3.927 -3.045 -4.511
43 H 4.218 -4.034 -3.101
44 H 4.557 -1.847 -1.673
45 H 4.500 -0.974 -3.212
46 H 6.553 -3.159 -2.471
47 H 6.840 -1.406 -2.413
48 H 6.554 -2.203 -3.957

Entry from OMol25: one molecule with the formula C3H5BrS (ωB97M-V with the def2-TZVPD basis set).

LUMO level (spin up / spin down) = -0.017 / -0.013 hartree
energy relative to the best compared isomer or geometry (same formula, charge and spin) = 69.8 kcal/mol
net charge = 0

CARTESIAN COORDINATES (ANGSTROEM)
1 C 0.019 1.591 0.635
2 C -0.654 0.305 -0.177
3 Br -2.530 -0.011 0.074
4 C 0.150 -0.688 -0.850
5 S 1.478 -1.499 0.410
6 H -0.605 2.335 1.045
7 H 1.109 1.353 0.658
8 H -0.418 -1.453 -1.427
9 H 0.830 -0.309 -1.656
10 H 0.620 -1.625 1.288

Entry from OMol25: C42H42BrN4O4PPtS as an isolated structure (ωB97M-V with the def2-TZVPD basis set).

LUMO level (spin up / spin down) = -0.177 / -0.265 hartree
energy relative to the best compared isomer or geometry (same formula, charge and spin) = 0.0 kcal/mol
net charge = +2
multiplicity = 5

CARTESIAN COORDINATES (ANGSTROEM)
1 Pt -0.265 0.668 0.542
2 O -2.581 -2.165 3.113
3 S -1.957 -1.486 1.896
4 O -2.556 -0.204 1.621
5 O -0.506 -1.444 1.976
6 C -2.328 -2.664 0.661
7 C -2.779 -3.940 0.978
8 C -2.851 -4.894 -0.022
9 C -2.471 -4.554 -1.316
10 C -2.064 -3.270 -1.607
11 C -1.938 -2.304 -0.622
12 P -1.476 -0.587 -1.150
13 C -0.456 -0.830 -2.602
14 C -0.670 -0.047 -3.727
15 C 0.197 -0.158 -4.800
16 C 1.250 -1.045 -4.756
17 C 1.457 -1.843 -3.627
18 C 0.596 -1.735 -2.555
19 C -3.049 0.129 -1.686
20 C -3.660 1.149 -0.974
21 C -4.878 1.645 -1.399
22 C -5.473 1.121 -2.540
23 C -4.871 0.081 -3.230
24 C -3.666 -0.428 -2.802
25 H -3.052 -4.172 1.998
26 H -3.183 -5.901 0.180
27 H -2.515 -5.288 -2.120
28 H -1.782 -3.048 -2.629
29 H -1.507 0.644 -3.775
30 H 0.057 0.452 -5.680
31 H 1.909 -1.148 -5.613
32 H 2.251 -2.569 -3.602
33 H 0.725 -2.366 -1.681
34 H -3.192 1.535 -0.081
35 H -5.340 2.462 -0.854
36 H -6.408 1.530 -2.898
37 H -5.343 -0.324 -4.114
38 H -3.202 -1.252 -3.316
39 C -1.457 3.730 -4.071
40 C -1.470 3.746 -2.560
41 C -2.281 4.654 -1.866
42 C -2.328 4.589 -0.477
43 C -1.581 3.608 0.155
44 Br -1.665 3.493 2.031
45 N -0.837 2.715 -0.484
46 C -0.761 2.816 -1.817
47 H -1.668 4.713 -4.483
48 H -2.239 3.058 -4.434
49 H -0.501 3.384 -4.458
50 H -2.867 5.382 -2.417
51 H -2.915 5.268 0.122
52 H -0.118 2.089 -2.299
53 N 0.647 1.284 2.320
54 C 0.926 0.870 3.477
55 C 2.285 0.907 4.017
56 C 2.379 0.940 5.397
57 C 3.624 0.930 5.974
58 C 4.755 0.908 5.172
59 C 4.644 0.877 3.786
60 C 3.401 0.862 3.185
61 C -0.155 0.150 4.210
62 C 0.151 -1.150 4.689
63 C -0.869 -1.999 4.977
64 C -2.220 -1.553 4.715
65 C -2.473 -0.117 4.641
66 C -1.448 0.704 4.309
67 H 1.476 0.958 5.992
68 H 3.734 0.949 7.048
69 H 5.737 0.892 5.628
70 H 5.536 0.870 3.192
71 H 3.291 0.813 2.106
72 H 1.183 -1.458 4.761
73 H -0.701 -2.994 5.333
74 H -3.005 -2.132 5.163
75 H -3.482 0.242 4.751
76 H -1.607 1.747 4.101
77 C 2.322 -1.888 0.750
78 N 3.262 -1.143 -0.075
79 C 4.669 -1.489 0.159
80 C 2.843 -0.085 -0.809
81 O 1.689 0.422 -0.701
82 N 3.725 0.475 -1.686
83 C 4.637 -0.311 -2.541
84 C 3.396 1.773 -2.242
85 H 2.512 -1.699 1.815
86 H 2.473 -2.944 0.564
87 H 1.293 -1.640 0.502
88 H 4.805 -1.637 1.222
89 H 5.319 -0.686 -0.187
90 H 4.920 -2.419 -0.355
91 H 4.536 -1.380 -2.349
92 H 5.672 -0.028 -2.383
93 H 4.409 -0.157 -3.608
94 H 2.885 2.367 -1.492
95 H 2.768 1.690 -3.133
96 H 4.322 2.285 -2.524

Entry from OMol25: C4H7N2O2 as an isolated structure (ωB97M-V with the def2-TZVPD basis set).

LUMO level (spin up / spin down) = -0.157 / -0.157 hartree
energy relative to the best compared isomer or geometry (same formula, charge and spin) = 77.6 kcal/mol
net charge = +1

CARTESIAN COORDINATES (ANGSTROEM)
1 C -1.258 -1.094 -0.015
2 C -2.024 0.076 -0.168
3 C 0.082 -1.032 0.304
4 C 2.597 0.094 0.011
5 N 0.758 0.065 0.239
6 N -1.521 1.264 -0.098
7 O 3.131 1.221 -0.014
8 O 3.156 -0.973 -0.248
9 H -1.610 -2.099 0.085
10 H -3.083 -0.077 -0.399
11 H 0.720 -1.897 0.570
12 H -0.468 1.107 0.084
13 H -1.990 2.196 -0.225
14 H 2.532 1.948 0.289
15 H 3.969 -1.059 -0.877